Computed, not measured: a gas-phase ion, C3H6ClN2S (charge +1), with the ωB97M-V functional and the def2-TZVPD basis.

Geometry as XYZ:
```
13
C3H6ClN2S, DFT the ωB97M-V functional and the def2-TZVPD basis
C -1.300 1.733 0.015
C 0.024 1.168 0.263
S 1.290 2.117 0.490
N -0.001 -0.251 0.140
C 1.042 -1.133 0.017
N 0.795 -2.413 -0.263
Cl 2.613 -0.651 0.196
H -2.102 1.449 0.614
H -1.452 1.410 -1.062
H -1.262 2.862 -0.021
H -0.911 -0.514 -0.143
H -0.174 -2.628 -0.355
H 1.437 -3.148 0.110
```

Properties
ΔE to the lowest compared entry with this formula, charge and spin, eV: 1.027
HOMO energy, eV: -12.809
Lowest unoccupied orbital energy, eV: -5.15
Net charge: +1
Energy, eV: -29538.575
HOMO-LUMO gap, hartree: 0.28159

Computed, not measured: C3H6ClNO in the gas phase, with the ωB97M-V functional and the def2-TZVPD basis.

Geometry as XYZ:
```
12
C3H6ClNO, DFT the ωB97M-V functional and the def2-TZVPD basis
N 0.828 -1.543 0.305
C 1.219 -0.317 -0.187
O 2.350 -0.035 -0.510
C 0.258 0.867 -0.261
C -1.181 0.670 0.363
Cl -2.119 -0.608 -0.464
H -0.200 -1.566 0.587
H 1.028 -2.138 -0.468
H 0.204 1.036 -1.333
H 0.609 1.659 0.303
H -1.867 1.510 0.162
H -1.128 0.465 1.502
```

Properties
ΔE to the lowest compared entry with this formula, charge and spin, eV: 0.648
HOMO energy, eV: -9.941
Lowest unoccupied orbital energy, eV: 0.73
Net charge: 0
Energy, eV: -19268.118
HOMO-LUMO gap, hartree: 0.39235

Computed, not measured: C3H6ClNO in the gas phase, with the ωB97M-V functional and the def2-TZVPD basis.

Geometry as XYZ:
```
12
C3H6ClNO, DFT the ωB97M-V functional and the def2-TZVPD basis
C 0.604 1.037 0.453
C 0.021 0.169 -0.627
N -1.560 -0.406 -0.112
Cl -2.639 0.902 0.245
C -1.886 -1.734 -0.083
O -1.164 -2.671 -0.411
H 0.599 0.321 1.312
H 1.587 1.450 0.202
H 0.147 1.979 0.606
H -0.291 0.623 -1.718
H 0.553 -0.749 -0.718
H -2.934 -1.865 -0.011
```

Properties
ΔE to the lowest compared entry with this formula, charge and spin, eV: 2.867
HOMO energy, eV: -9.545
Lowest unoccupied orbital energy, eV: 0.51
Net charge: 0
Energy, eV: -19265.899
HOMO-LUMO gap, hartree: 0.36933

Computed, not measured: 2 unconnected molecules or ions with the total composition C3H6ClNO3S, with the ωB97M-V functional and the def2-TZVPD basis.

Geometry as XYZ:
```
15
C3H6ClNO3S, DFT the ωB97M-V functional and the def2-TZVPD basis
C 0.748 0.303 -0.801
C 1.531 0.589 1.459
C -0.553 -0.693 0.946
N 0.559 0.189 0.497
O -0.035 -0.114 -1.607
O -2.719 1.014 -2.465
O -2.623 -1.371 -2.007
S -2.186 -0.302 -2.827
Cl 2.352 0.876 -1.332
H 1.271 0.309 2.480
H 2.499 0.359 1.151
H 1.376 1.658 1.491
H -0.374 -0.970 1.984
H -1.513 -0.270 0.635
H -0.330 -1.577 0.396
```

Properties
ΔE to the lowest compared entry with this formula, charge and spin, eV: 0.242
HOMO energy, eV: -10.140
Lowest unoccupied orbital energy, eV: -0.11
Net charge: 0
Energy, eV: -34197.987
HOMO-LUMO gap, hartree: 0.36846

Computed, not measured: C3H6ClP in the gas phase, with the ωB97M-V functional and the def2-TZVPD basis.

Geometry as XYZ:
```
11
C3H6ClP, DFT the ωB97M-V functional and the def2-TZVPD basis
C 1.219 -1.508 -0.298
C 0.551 -0.429 -0.608
C -0.550 0.128 0.247
P -1.141 1.832 -0.291
Cl -1.986 -0.967 0.134
H 2.046 -1.704 -0.967
H 1.159 -2.026 0.739
H 0.741 -0.017 -1.619
H -0.169 0.091 1.359
H -0.182 2.511 0.397
H -1.688 2.089 0.906
```

Properties
ΔE to the lowest compared entry with this formula, charge and spin, eV: 1.268
HOMO energy, eV: -10.070
Lowest unoccupied orbital energy, eV: 0.91
Net charge: 0
Energy, eV: -25017.486
HOMO-LUMO gap, hartree: 0.40356

Computed, not measured: 2 unconnected molecules or ions with the total composition C3H6ClP, with the ωB97M-V functional and the def2-TZVPD basis.

Geometry as XYZ:
```
11
C3H6ClP, DFT the ωB97M-V functional and the def2-TZVPD basis
C 0.561 -0.055 0.348
C 0.227 -2.232 1.475
C -0.337 2.150 -1.093
P -0.795 0.472 -0.478
Cl 1.943 0.737 0.870
H 1.156 -2.714 1.453
H -0.029 -1.708 2.316
H -0.570 -2.453 0.748
H 0.727 2.038 -1.063
H -0.573 2.183 -2.125
H -0.689 2.968 -0.409
```

Properties
ΔE to the lowest compared entry with this formula, charge and spin, eV: 3.958
HOMO energy (alpha / beta), eV: -8.651 / -8.652
Lowest unoccupied orbital energy (alpha / beta), eV: -0.32 / -0.32
Net charge: 0
Energy, eV: -25014.796
HOMO-LUMO gap (alpha / beta), hartree: 0.30631 / 0.30609

Q: What is the formula in the third record?
A: C3H6ClNO

What did the fifth record say?
Computed, not measured: C3H6ClP in the gas phase, with the ωB97M-V functional and the def2-TZVPD basis.

Geometry as XYZ:
```
11
C3H6ClP, DFT the ωB97M-V functional and the def2-TZVPD basis
C 1.219 -1.508 -0.298
C 0.551 -0.429 -0.608
C -0.550 0.128 0.247
P -1.141 1.832 -0.291
Cl -1.986 -0.967 0.134
H 2.046 -1.704 -0.967
H 1.159 -2.026 0.739
H 0.741 -0.017 -1.619
H -0.169 0.091 1.359
H -0.182 2.511 0.397
H -1.688 2.089 0.906
```

Properties
ΔE to the lowest compared entry with this formula, charge and spin, eV: 1.268
HOMO energy, eV: -10.070
Lowest unoccupied orbital energy, eV: 0.91
Net charge: 0
Energy, eV: -25017.486
HOMO-LUMO gap, hartree: 0.40356

Q: What is the formula in the third record?
A: C3H6ClNO